Below is C18H35AgN2OSeSi3 as an isolated structure, with properties calculated with the ωB97M-V functional and the def2-TZVPD basis.

The geometry in XYZ format:
```
61
Properties=species:S:1:pos:R:3:forces:R:3:mulliken_charge:R:1
Ag -0.207826 -1.230216 0.339071 -0.295 -0.155 -0.097 0.007
C 1.785015 2.002730 -0.563340 -0.137 0.016 0.103 -1.046
O 0.730124 1.206484 -0.065518 0.314 0.199 -0.245 -0.069
Si -0.694866 1.817988 0.628276 0.041 -0.242 -0.078 -0.006
C -0.168942 2.672190 2.210867 0.016 -0.058 0.125 -1.194
C -1.298667 3.227386 -0.459565 -0.042 0.022 -0.067 -1.156
C -1.758904 0.338920 0.747146 -0.017 0.145 -0.084 0.681
Si -2.635645 0.073001 2.343186 0.061 -0.132 0.111 0.088
C -3.491153 -1.603137 2.427469 -0.068 -0.038 -0.018 -1.111
C -3.963562 1.365240 2.688964 -0.027 0.080 -0.004 -1.051
C -1.489531 0.116280 3.841149 0.074 0.001 0.052 -1.161
Si -2.742797 0.023309 -0.798177 0.134 -0.154 -0.082 0.346
C -4.220851 1.154003 -1.074897 -0.026 0.113 0.073 -1.129
C -1.664789 0.180511 -2.349791 0.023 0.044 -0.031 -0.170
C -3.422517 -1.734638 -0.896050 -0.066 -0.016 -0.026 -1.122
H 1.652988 3.065473 -0.336042 0.011 -0.016 0.007 0.379
H 1.852563 1.902992 -1.651219 -0.013 0.039 -0.005 0.257
H 2.731459 1.680422 -0.122503 0.028 -0.013 -0.003 0.325
H 0.472758 3.525197 1.969138 -0.012 -0.023 -0.002 0.384
H 0.387725 2.000817 2.867632 -0.009 0.054 -0.020 0.320
H -1.028244 3.055901 2.768370 0.046 0.007 -0.022 0.336
H -0.550067 4.022225 -0.526081 -0.019 -0.002 0.008 0.386
H -2.202864 3.667032 -0.026728 0.051 -0.010 0.007 0.309
H -1.542339 2.907515 -1.472636 -0.019 0.074 0.025 0.382
H -4.419667 -1.613334 1.853033 0.016 -0.029 0.026 0.257
H -3.743968 -1.841568 3.464988 0.007 0.023 -0.033 0.381
H -2.851868 -2.401601 2.041273 -0.023 0.012 0.030 0.281
H -4.779046 1.305804 1.963951 0.018 0.017 0.022 0.284
H -3.550479 2.378609 2.637386 -0.035 -0.049 0.016 0.290
H -4.391755 1.228226 3.686908 0.011 0.014 -0.035 0.391
H -0.547224 -0.407509 3.652460 -0.043 0.007 0.008 0.303
H -1.981317 -0.371766 4.687938 0.014 0.015 -0.020 0.393
H -1.250788 1.137120 4.143214 0.002 -0.053 0.025 0.332
H -3.933851 2.208551 -1.039095 -0.049 -0.051 -0.014 0.300
H -4.989970 0.992133 -0.315294 0.007 0.013 -0.030 0.294
H -4.670572 0.956295 -2.052557 0.009 0.005 0.026 0.371
H -1.329369 1.201305 -2.539919 0.025 -0.051 -0.020 0.265
H -2.222278 -0.158381 -3.228587 -0.004 0.016 0.038 0.434
H -0.774954 -0.447624 -2.255423 -0.058 0.001 -0.030 -0.531
H -4.318930 -1.866555 -0.288266 0.020 -0.018 -0.027 0.307
H -2.686181 -2.470270 -0.563879 -0.024 -0.027 -0.021 0.219
H -3.687388 -1.967155 -1.932535 0.005 0.019 0.036 0.359
C 2.219270 -0.987100 -2.930657 0.044 -0.019 -0.014 -0.664
N 2.905605 -1.748629 -1.900752 -0.089 0.152 -0.089 0.360
C 2.335033 -2.668863 -1.097851 0.306 0.133 -0.050 -0.212
Se 0.585827 -3.263262 -1.113929 -0.112 0.116 0.306 -0.382
N 3.300463 -3.110291 -0.264426 0.057 -0.081 0.077 0.002
C 4.504751 -2.461776 -0.511868 -0.100 -0.079 0.039 0.348
C 5.758737 -2.555172 0.067887 0.003 -0.038 0.033 -0.893
C 6.749327 -1.735666 -0.448959 -0.017 -0.019 0.012 -0.456
C 6.492130 -0.858650 -1.506611 -0.018 0.010 -0.015 -0.692
C 5.235742 -0.770474 -2.084359 0.013 0.045 -0.047 -0.564
C 4.248161 -1.589421 -1.562536 -0.109 -0.015 -0.043 0.780
H 1.150214 -1.135374 -2.814510 0.012 -0.006 0.011 0.053
H 2.524321 -1.323878 -3.920988 0.034 -0.018 0.010 0.339
H 2.453524 0.069162 -2.812297 -0.003 -0.014 0.017 0.193
H 3.113413 -3.815268 0.428610 0.013 0.019 0.013 0.260
H 5.952715 -3.237586 0.885032 0.022 0.029 -0.014 0.407
H 7.743339 -1.776729 -0.024714 -0.008 0.004 -0.005 0.386
H 7.290809 -0.235010 -1.884628 0.002 -0.010 0.011 0.390
H 5.037158 -0.095917 -2.906760 0.008 -0.009 0.024 0.429
```
Positions in Å, forces in eV/Å.

Calculated values
**E_LUMO**: 0.03 eV
**Relative energy (zero: lowest compared OMol25 entry of this formula, charge and spin)**: 0.0 kcal/mol
**Orbital gap**: 7.5 eV
**Charge**: 0
**Multiplicity**: 1